Record 1
The following is a quantum chemistry calculation of a molecular structure, C44H61GaN3O3Se, from the Open Molecules 2025 dataset.

Output
Charge ... +1
HOMO energy ... -0.378 Ha
Gap between HOMO and LUMO ... 7.5290 eV
Energy ... -174952.285 eV
E_LUMO ... -2.762 eV

Atoms and positions in Å:
1 Se 0.030 -0.078 2.471
2 Ga 0.013 -0.114 -0.071
3 O -0.973 -1.640 0.004
4 O 1.830 -0.219 -0.022
5 O 3.546 1.490 -3.961
6 N 2.186 2.122 -5.653
7 N -1.239 1.820 -0.008
8 N 0.031 -0.059 -2.118
9 C 1.871 -0.643 2.321
10 C -0.788 -1.830 2.376
11 C 2.495 -1.054 3.481
12 C -4.249 0.820 -1.917
13 C -2.514 -5.757 -0.095
14 C -0.975 -2.520 3.558
15 C -1.498 -3.802 3.541
16 C -3.056 -3.502 -0.947
17 C 3.270 2.885 -6.256
18 C 4.649 -1.253 -0.267
19 C -3.333 0.936 -0.887
20 C -0.498 -1.052 -2.830
21 C 5.885 -2.477 4.557
22 C 3.798 -1.525 3.442
23 C -2.277 -5.936 4.690
24 C -0.344 -4.641 5.567
25 C 3.936 -0.814 -1.547
26 C -0.686 -4.414 -1.080
27 C -4.056 1.514 -3.101
28 C -0.069 -1.348 -4.111
29 C 0.912 -0.561 -4.687
30 C 4.474 -0.790 5.711
31 C 3.615 -3.123 5.332
32 C -2.222 1.754 -1.048
33 C -1.138 -2.361 1.130
34 C 0.750 1.532 -7.597
35 C -1.804 -4.350 2.300
36 C 1.387 0.546 -3.983
37 C 5.045 -2.727 -0.454
38 C 4.450 -1.978 4.739
39 C 4.243 1.969 -6.986
40 C -2.018 2.439 -2.236
41 C 5.906 -0.383 -0.116
42 C 3.816 -1.133 1.010
43 C -2.937 2.316 -3.263
44 C 4.413 -1.552 2.198
45 C -1.641 -3.676 1.097
46 C 2.498 -0.645 1.065
47 C -1.973 -4.331 -0.242
48 C 0.867 2.221 -6.241
49 C 2.476 1.436 -4.534
50 C -1.702 -4.529 4.860
51 C 0.940 0.729 -2.685
52 C -2.679 -3.707 5.713
53 H 5.640 -3.098 0.375
54 H -2.776 2.846 -4.188
55 H 1.401 2.000 -8.329
56 H 5.044 2.562 -7.413
57 H -5.112 0.185 -1.797
58 H -0.484 -2.195 -4.636
59 H 4.060 -3.470 6.260
60 H 3.670 0.238 -1.515
61 H -2.855 -4.200 6.664
62 H 5.627 0.656 0.041
63 H 6.530 -1.697 4.160
64 H 5.421 -1.923 2.148
65 H 0.142 1.791 -5.545
66 H -3.264 -3.904 -1.936
67 H 1.934 -1.001 4.403
68 H 6.522 -0.704 0.718
69 H 2.840 3.622 -6.932
70 H 1.314 -0.801 -5.659
71 H -1.261 -1.639 -2.340
72 H -3.471 0.390 0.036
73 H -1.685 1.819 0.913
74 H -3.252 -5.911 4.211
75 H 6.504 -0.442 -1.022
76 H -0.450 -5.170 6.509
77 H -2.759 -2.463 -1.049
78 H 4.673 1.256 -6.288
79 H 4.943 -1.082 6.646
80 H 0.071 -3.659 5.775
81 H -2.731 -6.155 -1.084
82 H 2.600 -2.800 5.542
83 H 5.042 0.033 5.282
84 H -0.898 -4.817 -2.067
85 H 1.343 1.521 -2.063
86 H 0.620 3.281 -6.360
87 H -0.273 1.613 -7.950
88 H -1.608 -6.571 4.113
89 H -2.288 -2.713 5.910
90 H -1.141 3.061 -2.357
91 H -0.674 2.668 -0.088
92 H -3.976 -3.531 -0.367
93 H 3.470 -0.438 5.928
94 H 1.014 0.482 -7.526
95 H 0.359 -5.186 4.942
96 H -1.784 -6.414 0.372
97 H -3.436 -5.778 0.480
98 H 6.277 -2.772 5.527
99 H 4.153 -3.344 -0.540
100 H 3.040 -1.407 -1.723
101 H -4.778 1.432 -3.898
102 H 5.630 -2.837 -1.364
103 H 3.743 1.425 -7.782
104 H -0.218 -3.440 -1.197
105 H -0.697 -2.031 4.481
106 H 0.028 -5.072 -0.589
107 H 3.574 -3.957 4.636
108 H 3.801 3.400 -5.449
109 H 5.924 -3.346 3.904
110 H -2.399 -6.386 5.673
111 H -2.190 -5.352 2.274
112 H -3.630 -3.604 5.195
113 H 4.601 -0.951 -2.396

These are the Mulliken partial charges, in e, on atoms 1 to 5: 0.11 -0.81 0.85 -0.63 -0.64

***

Record 2
The following is a quantum chemistry calculation of a molecular structure, C12H10N2, from the Open Molecules 2025 dataset.

Output
Charge ... 0
HOMO energy ... -0.317 Ha
Gap between HOMO and LUMO ... 8.6223 eV
Energy ... -15577.679 eV
E_LUMO ... 0.005 eV

Atoms and positions in Å:
1 N 2.722 1.356 0.258
2 N -2.874 -2.337 0.046
3 C 0.132 2.034 1.798
4 C -0.642 -1.184 -1.193
5 C 0.556 -0.721 -1.699
6 C -0.592 -1.902 0.087
7 C 1.447 1.063 -0.147
8 C -3.089 -1.508 -1.123
9 C 1.478 0.090 -1.137
10 C 2.645 2.203 1.409
11 C 1.323 2.357 2.124
12 C 0.352 1.518 0.417
13 C -1.893 -0.918 -1.865
14 C -1.685 -2.438 0.624
15 H 1.334 3.054 3.061
16 H -1.643 -2.786 1.639
17 H 3.612 2.636 1.669
18 H -4.210 -1.130 -1.690
19 H -0.881 1.757 2.510
20 H 1.290 -1.586 -2.501
21 H 0.340 -2.054 0.582
22 H -0.485 1.203 -0.430
23 H 2.732 -0.174 -1.532
24 H -1.969 -0.532 -2.908

These are the natural (NBO) partial charges, in e, on atoms 1 to 5: -0.36 -0.44 -0.18 -0.07 -0.20

***

Record 3
The following is a quantum chemistry calculation of a molecular structure, C5H8O, from the Open Molecules 2025 dataset.

Output
Charge ... 0
HOMO energy ... -0.269 Ha
Gap between HOMO and LUMO ... 8.3860 eV
Energy ... -7358.401 eV
E_LUMO ... 1.068 eV

Atoms and positions in Å:
1 O -1.499 0.480 -0.236
2 C 1.166 0.823 -0.808
3 C 0.776 0.330 0.496
4 C 0.114 -1.040 0.541
5 C -0.453 1.102 0.360
6 C -1.123 -0.907 -0.328
7 H -0.944 -1.147 -1.381
8 H 0.709 -1.929 0.394
9 H -0.415 -0.739 1.623
10 H 1.422 0.566 1.337
11 H 2.059 1.408 -0.911
12 H -1.967 -1.517 0.012
13 H -0.664 2.124 0.643
14 H 0.820 0.446 -1.740

These are the natural (NBO) partial charges, in e, on atoms 1 to 5: -0.48 -0.52 -0.33 -0.41 0.16

***

Record 4
The following is a quantum chemistry calculation of 10 unconnected molecules or ions with the total composition C20H45N5O20, from the Open Molecules 2025 dataset.

Output
Charge ... 0
HOMO energy ... -0.235 Ha
Gap between HOMO and LUMO ... 3.1673 eV
Energy ... -69863.304 eV
E_LUMO ... -3.231 eV

Atoms and positions in Å:
1 O -3.621 0.307 -0.129
2 O -2.160 1.133 6.004
3 O 4.676 1.111 2.901
4 O -2.313 3.546 -3.000
5 O -1.564 -4.491 0.000
6 O -2.043 -2.419 -0.744
7 O 1.309 0.802 -0.134
8 O -3.712 -3.551 -4.442
9 O -1.415 -3.973 -2.177
10 O 3.472 -2.786 -1.505
11 O -5.700 0.124 0.631
12 O -1.622 1.887 -1.717
13 O -0.487 -2.330 5.871
14 O -1.090 0.258 -6.050
15 O -4.672 -1.694 -0.167
16 O -3.621 2.802 -1.316
17 O 0.490 -0.303 6.274
18 O 1.133 0.527 -6.230
19 O 0.287 -1.064 -4.912
20 O -0.185 -0.893 4.212
21 N -2.475 2.868 4.465
22 N 5.026 -1.268 -0.646
23 N -0.854 0.003 -0.006
24 N 5.074 3.352 2.294
25 N -2.424 -1.654 -3.966
26 C 4.181 2.126 2.549
27 C 0.482 0.022 -0.550
28 C -4.671 -0.351 0.111
29 C 0.724 -1.021 -1.594
30 C 2.711 2.474 2.515
31 C -0.128 -1.233 5.440
32 C 5.479 -3.786 -0.736
33 C 4.565 -2.642 -1.089
34 C -2.868 -2.426 -6.361
35 C 0.038 -0.107 -5.688
36 C 4.640 -0.067 -1.538
37 C -3.085 -2.649 -4.888
38 C -3.324 0.492 4.029
39 C -2.497 2.736 -2.082
40 C -3.378 -0.564 -3.457
41 C -1.093 0.443 1.428
42 C -3.847 3.490 4.398
43 C 6.572 3.023 2.662
44 C -1.672 -3.592 -1.026
45 C -2.582 1.429 4.939
46 H -3.296 0.192 -4.233
47 H -0.161 -1.184 -2.208
48 H -3.097 -1.414 -6.706
49 H 3.574 -0.116 -1.748
50 H 5.178 -0.160 -2.478
51 H 4.777 4.172 2.820
52 H 0.893 -1.991 -1.116
53 H -4.415 3.186 5.275
54 H -1.550 -0.427 1.891
55 H -1.855 3.305 5.149
56 H 6.017 -1.397 -0.850
57 H -1.300 0.738 -0.621
58 H 6.486 -3.570 -1.100
59 H 4.960 0.762 -0.916
60 H 5.036 -4.656 -1.212
61 H 6.523 2.430 3.567
62 H 6.995 4.020 2.745
63 H 1.613 -0.794 -2.175
64 H -0.165 0.769 1.888
65 H 2.377 2.307 1.482
66 H -4.243 0.111 4.478
67 H -1.579 -1.273 -4.415
68 H -2.708 -0.378 3.795
69 H 2.125 1.737 3.065
70 H -2.002 -2.294 -3.284
71 H 0.583 0.191 5.421
72 H 1.776 0.105 -5.641
73 H -1.845 -2.602 -6.695
74 H 2.483 3.466 2.900
75 H -1.793 1.271 1.524
76 H -2.898 -0.179 -2.558
77 H -3.696 0.940 3.105
78 H -3.728 4.560 4.267
79 H -1.362 -0.865 -0.157
80 H -3.664 1.967 -0.806
81 H -4.394 3.053 3.564
82 H -1.960 2.868 3.584
83 H 4.816 -1.173 0.346
84 H 5.520 -3.973 0.339
85 H -4.320 -1.039 -3.203
86 H -2.139 -4.032 0.631
87 H -3.741 -1.827 -0.399
88 H 4.934 3.585 1.309
89 H -3.537 -2.986 -7.015
90 H 7.021 2.511 1.818

These are the Mulliken partial charges, in e, on atoms 1 to 5: -0.40 -0.43 -0.41 -0.74 -0.58

***

Record 5
The following is a quantum chemistry calculation of a molecular structure, C2H5N2S3, from the Open Molecules 2025 dataset.

Output
Charge ... +1
HOMO energy ... -0.476 Ha
Gap between HOMO and LUMO ... 7.9211 eV
Energy ... -37631.940 eV
E_LUMO ... -5.043 eV

Atoms and positions in Å:
1 S -1.985 -1.729 -0.222
2 S 0.586 1.582 -0.894
3 S -1.710 1.032 0.664
4 N 1.043 -0.999 0.389
5 N -0.250 1.881 0.576
6 C 0.250 -0.226 -0.776
7 C -1.113 -0.366 -0.135
8 H 0.426 -0.649 -1.676
9 H 0.779 -0.413 1.153
10 H 0.497 -1.882 0.340
11 H -0.511 2.833 0.495
12 H 1.987 -1.065 0.086

These are the natural (NBO) partial charges, in e, on atoms 1 to 5: 0.14 0.50 0.67 -0.70 -0.92

***

> Among the records above, which one has the highest HOMO energy?

C20H45N5O20

***

> Among the records above, which one has the highest HOMO energy?

C20H45N5O20